(1)
{"formula": "C26H44Cl2MoO2P2", "method": "the ωB97M-V functional and the def2-TZVPD basis", "symbols": ["Mo", "C", "C", "C", "C", "C", "C", "H", "H", "H", "C", "H", "H", "H", "C", "H", "H", "H", "C", "H", "H", "H", "C", "H", "H", "H", "C", "C", "C", "C", "C", "C", "C", "C", "H", "H", "H", "H", "H", "H", "H", "H", "H", "H", "H", "H", "P", "P", "C", "C", "H", "H", "H", "H", "C", "H", "H", "H", "C", "H", "H", "H", "C", "H", "H", "H", "C", "H", "H", "H", "Cl", "C", "Cl", "C", "O", "O", "H"], "positions_angstrom": [[0.377381, 0.149511, 2.356548], [0.993470, 0.073623, 4.662364], [2.027417, 0.613976, 3.826341], [0.194910, 2.071572, 3.763727], [-0.143959, 0.996261, 4.609381], [1.551993, 1.861988, 3.286032], [1.105356, -1.175281, 5.467935], [1.781762, -1.903588, 5.009576], [0.123836, -1.652434, 5.549241], [1.469115, -0.957250, 6.479135], [-1.436819, 0.879051, 5.318096], [-1.505478, -0.120380, 5.736989], [-2.253476, 0.992841, 4.598208], [-1.546337, 1.603574, 6.127504], [-0.646562, 3.281836, 3.538063], [-0.610208, 3.965359, 4.390342], [-1.689091, 3.003817, 3.394193], [-0.299991, 3.824426, 2.662889], [2.363969, 2.863758, 2.529178], [2.878661, 3.536827, 3.230220], [1.718327, 3.470381, 1.884383], [3.126145, 2.378271, 1.915163], [3.414841, 0.082483, 3.720980], [4.080462, 0.548509, 4.454738], [3.835468, 0.270090, 2.736159], [3.439823, -0.990773, 3.894132], [-0.646275, -1.678182, 1.514702], [0.492353, -2.065121, 2.281934], [1.799665, -2.415314, 1.670358], [2.208130, -1.436558, 0.527645], [1.813953, 0.020068, 0.706651], [0.611273, 0.574891, 0.187182], [-0.392918, -0.266056, -0.589402], [-0.737055, -1.646059, 0.035882], [1.763325, -3.456229, 1.300193], [1.835711, -1.839139, -0.425385], [2.564675, -2.420381, 2.461631], [-0.168788, -2.475534, -0.407514], [-1.643732, -1.797390, 1.951484], [0.315561, -2.538349, 3.253053], [-1.793855, -1.863172, -0.191132], [-1.338361, 0.294461, -0.705180], [0.556290, 1.662263, 0.015303], [-0.040446, -0.461385, -1.615924], [3.305972, -1.483585, 0.471059], [2.660783, 0.700861, 0.861067], [-0.950201, -0.518542, -4.890607], [-0.602831, 2.220617, -6.434608], [-0.966931, -0.573588, -6.759879], [-1.296645, 0.779677, -7.396671], [-1.712443, -1.326826, -7.049347], [0.025245, -0.925795, -7.073595], [-0.909828, 0.845256, -8.423494], [-2.382422, 0.942147, -7.420983], [-1.408958, 3.597293, -7.347716], [-0.946452, 4.542079, -7.025463], [-2.473649, 3.619618, -7.073713], [-1.306366, 3.485235, -8.438218], [1.047952, 2.287520, -7.247775], [0.949143, 2.297331, -8.342702], [1.643501, 1.422653, -6.928618], [1.549011, 3.204145, -6.909384], [-2.391213, -1.613145, -4.561434], [-2.445142, -1.818570, -3.481991], [-2.301566, -2.555530, -5.122911], [-3.306031, -1.084908, -4.865274], [0.402681, -1.718281, -4.555057], [1.359345, -1.250437, -4.831421], [0.262239, -2.645980, -5.131505], [0.421841, -1.944539, -3.476208], [-1.940419, -4.158369, 4.409998], [-2.998993, -2.788911, 4.953471], [-2.608678, -2.259911, 6.606919], [-2.824626, -1.573702, 4.002549], [-3.769001, -1.134503, 3.362051], [-1.582146, -1.357170, 4.121172], [-4.053692, -3.073403, 4.887307]], "atomic_forces_ev_per_a": [[-3.5369, 0.5938, 3.0764], [-0.1382, 0.6429, -0.4787], [-0.1284, 0.3769, 0.2983], [1.9922, 0.2685, -0.4224], [0.7412, -0.8590, -0.0381], [-0.6927, 0.5376, 0.1460], [-0.4518, -0.2979, -0.0231], [0.0305, 0.2233, 0.1122], [0.1585, 0.0792, 0.1098], [-0.0074, 0.0690, -0.1757], [-0.1107, -0.2597, 0.3398], [-0.1488, 0.3912, 0.2100], [-0.0174, 0.1317, 0.3160], [0.1833, 0.2686, -0.1604], [-0.0759, -0.1962, -0.4024], [0.1155, -0.1688, 0.0494], [-0.1024, 0.0569, -0.0077], [-0.0728, 0.1246, -0.0413], [0.0039, 0.1576, 0.0299], [-0.1143, -0.1388, -0.2037], [0.2498, -0.0560, 0.0814], [-0.0472, 0.1653, 0.0817], [0.1862, -0.0574, -0.0673], [-0.1559, 0.0223, -0.0269], [0.0932, 0.0516, -0.0564], [0.0300, 0.0012, 0.0638], [0.9049, -2.5014, 0.9799], [-2.1386, -1.4544, -1.1668], [0.6903, 0.4015, -0.2596], [0.7836, -0.7743, -0.1946], [0.0447, 0.2199, -0.5186], [1.0650, 0.3072, -0.1185], [-0.6329, -0.0296, -0.0778], [-0.2578, -0.0283, -0.8920], [-0.0584, 0.3364, 0.0043], [0.1114, 0.3115, 0.2108], [-0.1790, 0.0496, -0.3047], [0.0805, 0.3380, 0.0796], [0.6518, 0.4924, 0.4451], [-0.2965, 0.6820, -0.0149], [0.4041, 0.1090, -0.0465], [0.4598, -0.0918, 0.1121], [0.1898, -0.5198, 0.0284], [0.1786, 0.3476, 0.2530], [-0.3216, 0.0632, -0.1547], [-0.4775, -0.2155, 0.0165], [-0.0581, -1.3446, -1.3090], [0.1394, -0.6784, -2.6099], [0.1395, 0.4826, -0.0898], [-0.4267, -0.2154, 0.6894], [0.2806, 0.1289, 0.0314], [-0.2303, 0.0949, 0.0392], [-0.1403, 0.1084, 0.2549], [0.1753, -0.1226, -0.0828], [-0.3946, 0.4491, 0.9812], [-0.2185, -0.2134, -0.2096], [0.2820, 0.1284, -0.1899], [0.1124, -0.1892, 0.4126], [0.4464, 0.1222, 1.0707], [-0.1735, 0.0077, 0.3765], [-0.0045, 0.2477, -0.1768], [0.0761, -0.2744, -0.2110], [-0.3688, 0.6364, 0.6059], [-0.1174, -0.0386, -0.3532], [0.1216, 0.3536, 0.1749], [0.1582, -0.2723, 0.1368], [0.3886, 0.5418, 0.4705], [-0.2034, -0.2767, 0.1198], [-0.0738, 0.3522, 0.1755], [0.0623, -0.0448, -0.4215], [-0.6759, 0.5151, 0.3236], [-1.2731, -0.3545, -0.1420], [-0.2450, -0.4693, -0.1224], [0.1400, -1.7018, 0.8088], [1.1787, 0.3114, 0.0758], [1.3490, 2.0192, -2.4237], [0.3683, -0.4755, 0.4026]], "multiplicity": 3, "e_homo_ev": [-13.049, -13.142], "gap_ev": [5.48, 4.31], "charge": 2, "s_squared": 2.326}

---

(2)
{"formula": "C8H11BO2", "method": "the ωB97M-V functional and the def2-TZVPD basis", "symbols": ["C", "O", "B", "O", "C", "C", "C", "C", "C", "C", "C", "H", "H", "H", "H", "H", "H", "H", "H", "H", "H", "H"], "positions_angstrom": [[-0.773633, 1.679460, -2.909546], [-0.429875, 1.634876, -1.575660], [-0.070218, 0.392961, -1.080288], [0.077417, -0.710669, -1.951865], [-0.050686, -2.035181, -1.474599], [0.135870, 0.232910, 0.496003], [1.366784, -0.203431, 0.963795], [1.559539, -0.356412, 2.333253], [0.526698, -0.021057, 3.217502], [-0.707004, 0.416515, 2.733435], [-0.886174, 0.533428, 1.376544], [-0.917372, 2.728530, -3.232581], [-1.725997, 1.151486, -3.012556], [-0.005140, 1.191895, -3.541473], [-0.380169, -2.660897, -2.306980], [-0.811000, -2.054869, -0.676603], [0.876384, -2.450479, -1.016474], [2.205757, -0.335426, 0.250702], [2.493795, -0.659971, 2.701823], [0.733377, -0.206624, 4.249785], [-1.451256, 0.713844, 3.477276], [-1.767098, 1.019110, 0.978507]], "atomic_forces_ev_per_a": [[-0.4545, 0.2671, -1.8278], [0.9804, -1.2283, 1.7029], [0.0042, -0.4574, 0.0037], [-0.0946, 1.6779, 0.6304], [-0.0711, -0.3659, 0.9281], [0.1549, -0.0080, -1.6393], [0.5844, -0.0322, 0.0656], [-1.3455, 0.7921, -0.5344], [0.3987, -0.7485, -0.9786], [0.5136, -0.0032, 1.3295], [-0.2639, 0.7516, -0.1213], [0.1711, -0.5118, 0.2436], [0.0458, 0.0387, -0.4942], [-0.4824, 0.3083, 0.1600], [0.1403, 0.0526, 0.1243], [0.1551, -0.2285, -0.2982], [-0.3934, 0.4225, -0.5361], [-0.6071, -0.1770, 0.5579], [1.1071, -0.4188, 0.5154], [-0.2537, 0.2558, 0.6194], [-0.0088, -0.1297, -0.4968], [-0.2806, -0.2573, 0.0459]], "e_homo_ev": -9.327, "gap_ev": 10.07, "de_lowest_kcal_mol": 27.2}

---

(3)
{"formula": "C4H4Cl2O2", "method": "the ωB97M-V functional and the def2-TZVPD basis", "symbols": ["Cl", "C", "C", "C", "H", "H", "H", "O", "C", "O", "Cl", "H"], "positions_angstrom": [[-0.337115, 2.869822, -1.320534], [0.854894, 1.668748, -1.727245], [1.240275, 0.517426, -2.227207], [2.243878, 1.331773, -1.367312], [0.956087, -0.408814, -2.633625], [2.390620, 0.939159, -0.340048], [3.095334, 1.595284, -1.861367], [-1.848512, 0.402378, 0.997695], [-1.430807, -0.518794, 0.441742], [-1.062893, -1.415362, -0.216507], [-6.469783, -1.916907, 2.394247], [-6.333868, -2.067876, 3.656436]], "atomic_forces_ev_per_a": [[0.6947, -0.9328, -0.4899], [0.2173, -0.3638, -0.6148], [-1.0674, 2.6369, 1.4763], [-2.1127, -2.3700, 1.7659], [-0.0835, -0.8226, -0.4384], [0.2212, 0.3746, -0.5059], [2.1154, 1.4671, -1.1755], [0.1038, 0.0780, 0.5070], [0.0488, -0.7811, -1.4952], [-0.1426, 0.7127, 0.9727], [0.0031, 0.0006, -0.0157], [0.0017, 0.0003, 0.0135]], "e_homo_ev": -9.471, "gap_ev": 9.97, "de_lowest_kcal_mol": 41.9}

---

(4)
{"formula": "C6H9NO", "method": "the ωB97M-V functional and the def2-TZVPD basis", "symbols": ["O", "C", "C", "C", "C", "C", "N", "C", "H", "H", "H", "H", "H", "H", "H", "H", "H"], "positions_angstrom": [[-0.163668, 0.237446, 2.067095], [-1.045035, -0.575143, 1.460772], [-0.260526, -1.251855, 0.487235], [1.122155, -1.213313, -0.178648], [1.396457, -0.124507, -0.968213], [0.598674, 1.294438, -0.931831], [-0.708892, 1.206167, -0.221002], [-1.233155, -0.102218, 0.131088], [-0.037247, 1.064684, 1.678707], [-1.840964, -1.012242, 2.024932], [-0.402930, -2.268921, 0.246773], [1.822865, -2.109508, 0.095033], [2.321698, -0.218801, -1.811269], [1.561146, 2.109931, -0.676928], [0.496917, 1.562156, -2.158878], [-1.538336, 1.665172, -0.817256], [-2.089160, -0.263486, -0.427611]], "atomic_forces_ev_per_a": [[1.0628, -0.1841, 5.1888], [1.0354, 1.0840, 1.8555], [1.1652, -1.8918, -3.9794], [0.8452, 2.1717, 1.0509], [1.5976, -0.6878, -0.8942], [2.7765, -0.8852, -3.8417], [-0.9773, 2.0450, -1.9814], [1.0233, -0.2060, -2.2078], [-0.3758, 2.1906, -1.3080], [-0.1969, -0.3331, 0.4648], [-1.9322, -1.1439, -0.3799], [-1.3701, 1.8247, -1.2382], [-2.5270, 0.6267, 2.7019], [-3.3465, -2.0056, 0.2659], [-0.1738, -0.6158, 3.2410], [3.0352, -1.0327, 1.7595], [-1.6416, -0.9566, -0.6978]], "e_homo_ev": -8.425, "gap_ev": 9.21, "de_lowest_kcal_mol": 135.6}

---

(5)
{"formula": "C15H31Cl12NO", "method": "the ωB97M-V functional and the def2-TZVPD basis", "symbols": ["Cl", "C", "C", "Cl", "H", "H", "H", "H", "Cl", "C", "C", "Cl", "H", "H", "H", "H", "Cl", "C", "C", "Cl", "H", "H", "H", "H", "Cl", "C", "C", "Cl", "H", "H", "H", "H", "Cl", "C", "C", "Cl", "H", "H", "H", "H", "Cl", "C", "C", "Cl", "H", "H", "H", "H", "C", "O", "N", "C", "C", "H", "H", "H", "H", "H", "H", "H"], "positions_angstrom": [[-0.830527, 1.694061, 1.677981], [-0.734926, 0.030162, 1.032383], [-0.101442, -0.016364, -0.460437], [1.655045, 0.394621, -0.541893], [-1.766126, -0.224000, 0.787154], [-0.199396, -0.654766, 1.689784], [-0.696445, 0.545802, -1.180194], [-0.104362, -0.988149, -0.954113], [1.228282, 2.873431, 3.860313], [1.223555, 4.070769, 2.537120], [1.467081, 3.280804, 1.224932], [3.150048, 2.652740, 1.262504], [2.038501, 4.789490, 2.623100], [0.252155, 4.564452, 2.565159], [1.532447, 3.902099, 0.331734], [0.673869, 2.553678, 1.051136], [2.445976, -3.609881, -0.943256], [2.361742, -1.869022, -0.573857], [3.750704, -1.214267, -0.768261], [4.405393, -1.390280, -2.409454], [2.187879, -1.743600, 0.494856], [1.514258, -1.437528, -1.106460], [4.547782, -1.684131, -0.192071], [3.858506, -0.177454, -0.449686], [-3.502137, 2.533544, 1.678598], [-2.629132, 2.852869, 3.173332], [-1.281691, 3.586100, 2.867901], [-1.576603, 5.351838, 2.814580], [-2.410323, 1.842623, 3.519198], [-3.234184, 3.338503, 3.938955], [-0.798544, 3.159121, 1.989053], [-0.596871, 3.527817, 3.713904], [-3.220231, -0.642399, 1.666759], [-4.330991, 0.521054, 0.902209], [-3.684580, 1.392984, -0.129940], [-3.346098, 0.462538, -1.582215], [-4.674593, 1.127401, 1.740289], [-5.083612, -0.048907, 0.357410], [-2.805592, 1.920898, 0.239918], [-4.265795, 2.289859, -0.344203], [-1.095900, -5.456130, 0.059431], [0.370923, -4.445076, 0.542520], [0.054396, -2.920810, 0.540531], [1.144103, -1.977031, 1.582150], [1.133360, -4.745899, -0.176009], [0.665714, -4.788965, 1.533950], [-0.923819, -2.670830, 0.951272], [-0.087675, -2.463237, -0.438524], [0.769621, -2.457781, -2.319948], [-0.242829, -2.263278, -1.640470], [1.014498, -1.724635, -3.467657], [1.990403, -2.267583, -4.332752], [0.280666, -0.485632, -3.699443], [1.479082, -3.273819, -2.112710], [1.774561, -2.034822, -5.375506], [2.099121, -3.334524, -4.138064], [2.924499, -1.713558, -4.239890], [0.002251, -0.568241, -4.750050], [-0.642746, -0.373662, -3.131238], [0.870750, 0.407001, -3.491818]], "atomic_forces_ev_per_a": [[0.0906, -8.1573, -2.1310], [1.4421, 0.6264, -4.3361], [-0.1630, 1.0856, 2.1189], [-1.8728, 4.4716, 0.3091], [1.9207, 0.1587, -0.1067], [-1.0854, 1.1225, 0.0949], [0.3084, 0.7763, 0.4232], [-0.6459, 1.2231, 1.2982], [1.8918, -0.0295, 0.7783], [1.2480, -0.3628, -1.4877], [0.7940, 1.4414, -0.1768], [-0.0744, -0.3555, 0.1758], [-0.0770, -0.1394, 0.5560], [1.7091, 0.2248, -0.3265], [-0.4203, 0.5295, 0.2914], [1.9225, 0.2164, -0.2150], [6.3492, -1.1064, 2.9471], [4.0900, 0.0052, -1.9005], [0.6437, -0.8619, -0.0807], [0.3517, 0.4073, -0.4558], [1.5808, -0.2099, -2.3176], [1.6619, -1.0974, 0.1456], [-0.5419, -0.6011, 0.3508], [-0.4346, -0.0971, -0.3788], [0.6280, 7.7165, 6.8447], [1.0357, 0.4619, 0.8337], [-3.5735, 1.5047, 2.7964], [-0.9973, 0.6448, -0.4845], [0.0515, 0.2298, 0.2900], [0.0386, 0.3029, -0.3268], [-0.5746, 4.2408, 0.7485], [-1.2704, -0.5126, -0.2041], [-3.2236, -1.0335, 1.3690], [-1.7409, -2.0864, -0.7723], [0.7106, -0.4758, -2.2915], [-0.1078, -0.3321, -0.9491], [-1.3396, -1.7454, -0.8612], [-0.1656, -0.2694, 0.4040], [0.9228, -1.9570, -2.3383], [-0.8109, -0.5626, -0.6839], [0.4344, 0.7229, 0.3229], [-1.2618, -0.3378, 0.5406], [-0.5782, -1.7401, 3.2000], [-1.9251, -2.4062, 6.1132], [-1.3603, -0.2231, 0.9655], [-0.1289, 0.0342, -0.0070], [-0.1647, -0.6855, 0.4989], [1.0710, -1.0602, 1.6144], [-2.1559, 0.9636, -5.6938], [-1.6875, -0.5470, -5.8659], [-1.7059, -0.6822, 3.5908], [1.2210, 1.0769, -1.3469], [0.0924, -0.3725, -1.1267], [-2.1727, 0.7386, -2.3581], [-0.7265, -0.5873, -0.1699], [0.1898, 0.2034, -0.2873], [0.2280, -0.4893, 0.2935], [-0.0900, 0.7029, -0.1325], [0.1715, -0.6513, 0.1204], [0.2769, -0.0570, -0.2228]], "e_homo_ev": -8.762, "gap_ev": 9.11, "de_lowest_kcal_mol": 473.5}

---

Per-record calculated total energy, eV: -77229.959 -13247.545 -33350.473 -9899.722 -169845.461